Record 1
C28H23AsF6NO5S2TcTe as an isolated structure in a non-equilibrium geometry. Source: the Open Molecules 2025 dataset; level of theory: the ωB97M-V functional and the def2-TZVPD basis.

The geometry in ORCA input format:
```
! wB97M-V def2-TZVPD RIJCOSX def2/J DEFGRID3
* xyz 3 2
Tc 0.686 2.074 -0.101
F 4.979 3.054 2.286
C 4.849 2.949 0.990
F 5.173 1.749 0.562
F 5.474 3.885 0.342
S 3.006 3.140 0.581
O 2.063 2.398 1.495
O 2.753 2.497 -0.738
N 2.807 4.666 0.572
S 1.483 5.222 -0.113
O 0.990 6.428 0.412
O 0.453 4.102 -0.118
C 1.863 5.457 -1.958
F 3.161 5.596 -2.094
F 1.211 6.515 -2.349
F 1.442 4.377 -2.607
C -2.641 0.222 1.130
Te -1.811 2.202 1.076
C -3.190 2.469 -0.541
C -4.339 1.597 -0.111
C -5.641 1.864 -0.494
C -6.665 1.029 -0.078
C -6.393 -0.079 0.747
C -5.098 -0.341 1.149
C -4.063 0.480 0.722
H -2.536 -0.195 2.129
H -2.111 -0.412 0.416
H -2.741 2.134 -1.478
H -3.451 3.521 -0.624
H -5.866 2.727 -1.109
H -7.679 1.250 -0.386
H -7.195 -0.722 1.085
H -4.887 -1.179 1.802
O 0.898 0.294 -0.086
As 0.955 -1.502 -0.100
C 0.159 -1.927 1.558
C 0.462 -1.147 2.677
C -0.086 -1.493 3.900
C -0.907 -2.614 4.004
C -1.192 -3.390 2.887
C -0.663 -3.046 1.650
C 2.784 -1.925 -0.234
C 3.184 -3.167 0.253
C 4.514 -3.536 0.125
C 5.418 -2.666 -0.469
C 5.006 -1.423 -0.942
C 3.681 -1.041 -0.832
C -0.102 -2.034 -1.571
C -0.977 -1.154 -2.204
C -1.711 -1.603 -3.289
C -1.572 -2.915 -3.728
C -0.695 -3.785 -3.093
C 0.057 -3.346 -2.013
H 1.133 -0.298 2.604
H 0.142 -0.905 4.780
H -1.314 -2.891 4.967
H -1.819 -4.267 2.977
H -0.899 -3.642 0.775
H 2.483 -3.834 0.744
H 4.844 -4.496 0.495
H 6.456 -2.956 -0.564
H 5.722 -0.757 -1.404
H 3.357 -0.081 -1.214
H -1.073 -0.126 -1.871
H -2.379 -0.929 -3.808
H -2.142 -3.258 -4.581
H -0.581 -4.800 -3.448
H 0.768 -4.017 -1.544
*
```

Summary:
* relative energy (zero: lowest compared OMol25 entry of this formula, charge and spin): 43.0 kJ/mol
* electronic energy: -5490.74327 hartree
* frontier orbital gap (spin up / spin down): 4.16 / 4.69 eV
* expectation value of S²: 0.7919

Results of the Löwdin charge analysis, in e, for atoms 1 through 4:
1. Tc 1.4232
2. F 0.2319
3. C -0.6736
4. F 0.2011

***

Record 2
An isolated ion of composition C4H9N2 and charge +1 in a non-equilibrium geometry. Source: the Open Molecules 2025 dataset; level of theory: the ωB97M-V functional and the def2-TZVPD basis.

The geometry in ORCA input format:
```
! wB97M-V def2-TZVPD RIJCOSX def2/J DEFGRID3
* xyz 1 1
C -2.663 0.027 0.011
C -1.455 0.651 0.067
C -0.121 0.062 0.006
C 2.350 0.124 0.001
N -0.097 -1.337 0.064
N 1.002 0.785 0.049
H -3.549 0.654 0.008
H -2.824 -0.896 -0.444
H -1.380 1.752 0.102
H 2.369 -0.407 1.024
H 3.098 0.922 -0.193
H 2.442 -0.568 -0.869
H -1.030 -1.835 0.165
H 0.852 -1.741 -0.019
H 1.005 1.807 0.028
*
```

Summary:
* SMILES: C=C/C(N)=[NH+]/C
* relative energy (zero: lowest compared OMol25 entry of this formula, charge and spin): 133.8 kJ/mol
* electronic energy: -267.04834 hartree
* frontier orbital gap: 10.16 eV

Results of the Löwdin charge analysis, in e, for atoms 1 through 4:
1. C 0.1106
2. C -0.0693
3. C -0.2896
4. C -0.0219

***

Record 3
A 2-piece molecular cluster, C2H6NO2 overall in a non-equilibrium geometry. Source: the Open Molecules 2025 dataset; level of theory: the ωB97M-V functional and the def2-TZVPD basis.

The geometry in ORCA input format:
```
! wB97M-V def2-TZVPD RIJCOSX def2/J DEFGRID3
* xyz 1 1
C 2.584 -0.201 -0.112
C -2.172 -0.314 0.192
N 0.032 0.753 -0.289
O -0.291 1.866 -0.404
O -0.673 -0.232 -0.103
H 2.579 -0.366 0.922
H 3.122 0.630 -0.459
H 2.280 -0.997 -0.652
H -2.801 0.502 -0.200
H -2.403 -0.289 1.284
H -2.258 -1.351 -0.179
*
```

Summary:
* relative energy (zero: lowest compared OMol25 entry of this formula, charge and spin): 777.0 kJ/mol
* electronic energy: -284.50782 hartree
* frontier orbital gap (spin up / spin down): 6.78 / 7.90 eV

Results of the Löwdin charge analysis, in e, for atoms 1 through 4:
1. C 0.4818
2. C 0.0799
3. N -0.1505
4. O 0.1690

***

Record 4
C4H8N2 in the gas phase. Source: the Open Molecules 2025 dataset; level of theory: the ωB97M-V functional and the def2-TZVPD basis.

The geometry in ORCA input format:
```
! wB97M-V def2-TZVPD RIJCOSX def2/J DEFGRID3
* xyz 0 1
C -0.650 1.570 0.820
N -0.396 0.293 0.178
C -1.063 -0.814 0.845
C 1.769 -0.904 -2.031
C 1.405 -0.426 -0.873
N 1.041 0.059 0.202
H -1.708 1.801 0.671
H -0.054 2.341 0.324
H -0.422 1.590 1.899
H -0.809 -0.890 1.915
H -0.794 -1.751 0.349
H -2.146 -0.687 0.745
H 2.021 -0.213 -2.824
H 1.804 -1.969 -2.221
*
```

Summary:
* SMILES: C=C=NN(C)C
* relative energy (zero: lowest compared OMol25 entry of this formula, charge and spin): 265.6 kJ/mol
* electronic energy: -266.62085 hartree
* frontier orbital gap: 9.71 eV

Results of the Löwdin charge analysis, in e, for atoms 1 through 4:
1. C -0.1150
2. N -0.2902
3. C -0.1077
4. C 0.0195